{"formula": "C15H15IrN7O5S2", "method": "ωB97M-V/def2-TZVPD", "spin_multiplicity": 6, "s2": 8.763, "e_homo_ev": [-7.0565, -9.0146], "e_lumo_ev": [-0.60, -2.38], "species": ["H", "H", "C", "Ir", "C", "H", "H", "N", "S", "C", "H", "H", "C", "O", "N", "O", "S", "C", "N", "N", "H", "C", "O", "N", "O", "H", "N", "C", "C", "H", "H", "N", "C", "H", "C", "H", "C", "C", "C", "H", "H", "C", "O", "C", "H"], "xyz": [[0.57, 0.36, 5.75], [-1.83, -1.64, 1.07], [1.98, -0.67, -1.91], [-0.78, 0.08, -1.08], [0.35, 0.82, 3.79], [2.59, -5.14, -0.72], [0.43, 2.66, -2.63], [0.24, -2.11, -1.01], [-3.26, -1.89, -1.82], [1.52, 4.61, -0.08], [-2.40, 2.14, -0.81], [1.24, 1.89, 5.27], [-0.62, -0.50, 2.24], [-4.43, -1.17, -2.25], [-0.28, -0.31, 3.52], [1.01, 0.11, -2.26], [-1.81, -1.23, -3.22], [-0.23, -3.29, -0.60], [0.34, 2.19, -0.64], [0.64, 1.79, 2.88], [-1.28, -3.34, -0.37], [0.31, 1.49, 1.65], [-3.26, -3.32, -1.89], [-1.31, -1.60, 1.94], [-2.69, -1.38, -0.55], [3.44, -2.90, -1.50], [-0.29, 0.36, 1.24], [0.63, 2.52, 0.61], [-2.35, 1.51, -1.70], [-2.03, 2.09, -2.56], [1.45, 3.94, 1.98], [0.74, 1.05, 5.05], [1.23, 4.25, -1.39], [-1.63, -2.14, 2.73], [2.41, -3.06, -1.23], [1.46, 4.91, -2.22], [0.58, -4.40, -0.49], [1.53, -2.00, -1.34], [0.65, 3.02, -1.63], [-3.32, 1.06, -1.88], [1.98, 5.56, 0.14], [1.22, 3.72, 0.94], [3.16, -0.43, -2.03], [1.93, -4.29, -0.80], [0.16, -5.34, -0.17]]}